# 1
Below is a cluster of 2 separate species, C3H7NS in total, with properties calculated with the ωB97M-V functional and the def2-TZVPD basis.

Values from the calculation:
Net charge ... 0
Multiplicity ... 1
ΔE to the lowest compared entry with this formula, charge and spin ... 128.1 kcal/mol
Frontier orbital gap (alpha / beta) ... 6.1 / 6.2 eV
Maximum force ... 4.293 eV/Å

Atoms and positions in Å:
C: -1.666 0.892 0.417
C: -0.448 1.021 1.198
C: 1.603 -1.488 -0.957
N: -0.697 -0.117 0.362
S: 0.704 -0.338 -2.074
H: -2.594 0.645 0.942
H: -1.628 1.682 -0.398
H: 0.229 1.762 0.721
H: -0.376 1.032 2.208
H: 2.105 -0.909 -0.131
H: 2.122 -2.220 -1.580
H: 0.647 -1.961 -0.709

Results of the Mulliken charge analysis, in e, for atoms 1 through 6: C -0.279; C -0.399; C -0.684; N -0.338; S -0.109; H 0.272

=====

# 2
Below is an isolated molecule of C16H30O2, with properties calculated with the ωB97M-V functional and the def2-TZVPD basis.

Values from the calculation:
Structure (SMILES) ... CCCCCC/C=C\CCCCCCCC(=O)O
Net charge ... 0
Multiplicity ... 1
ΔE to the lowest compared entry with this formula, charge and spin ... 1.5 kcal/mol
Frontier orbital gap ... 10.0 eV
Maximum force ... 0.641 eV/Å

Atoms and positions in Å:
C: -4.233 -0.882 0.926
C: -3.371 -2.024 0.400
C: -2.094 -1.513 -0.265
C: -1.304 -2.645 -0.919
C: 0.063 -2.194 -1.458
C: 1.248 -2.807 -0.698
C: 1.339 -2.310 0.711
C: 2.366 -1.680 1.262
C: 3.650 -1.314 0.576
C: 3.501 -0.021 -0.238
C: 3.268 1.190 0.661
C: 2.959 2.471 -0.115
C: 1.642 2.442 -0.894
C: 0.431 2.176 -0.004
C: -0.881 2.342 -0.764
C: -2.073 2.089 0.120
O: -2.041 1.806 1.287
O: -3.226 2.220 -0.553
H: -4.613 -0.288 0.096
H: -3.649 -0.239 1.581
H: -5.083 -1.267 1.485
H: -3.946 -2.611 -0.321
H: -3.103 -2.686 1.226
H: -2.356 -0.772 -1.025
H: -1.476 -1.014 0.485
H: -1.164 -3.446 -0.191
H: -1.904 -3.058 -1.734
H: 0.156 -2.475 -2.509
H: 0.136 -1.105 -1.404
H: 1.125 -3.895 -0.683
H: 2.167 -2.583 -1.240
H: 0.463 -2.505 1.316
H: 2.288 -1.373 2.297
H: 4.435 -1.179 1.323
H: 3.962 -2.119 -0.092
H: 4.403 0.140 -0.835
H: 2.662 -0.142 -0.922
H: 4.164 1.359 1.264
H: 2.449 0.978 1.348
H: 2.924 3.303 0.592
H: 3.775 2.668 -0.816
H: 1.689 1.685 -1.679
H: 1.517 3.410 -1.386
H: 0.472 1.163 0.396
H: 0.439 2.865 0.843
H: -0.976 3.351 -1.171
H: -0.936 1.649 -1.607
H: -3.977 2.041 0.035

Results of the Mulliken charge analysis, in e, for atoms 1 through 6: C -1.043; C -0.690; C 0.175; C -1.195; C -0.072; C -0.960

=====

# 3
Below is a structure of composition C36H44F2N6O2PTi, with properties calculated with the ωB97M-V functional and the def2-TZVPD basis.

Values from the calculation:
Net charge ... +3
Multiplicity ... 1
ΔE to the lowest compared entry with this formula, charge and spin ... 42.5 kcal/mol
Frontier orbital gap ... 7.1 eV
Maximum force ... 0.378 eV/Å

Atoms and positions in Å:
Ti: -0.144 0.794 0.405
C: -5.198 2.131 -1.620
C: -4.153 1.834 -0.533
C: -3.737 0.370 -0.672
C: -3.069 2.916 -0.525
C: -3.525 4.193 -0.176
C: -2.689 5.288 -0.171
C: -1.370 5.154 -0.582
C: -0.857 3.916 -0.933
C: 0.559 3.790 -1.489
C: 1.132 5.121 -1.981
C: 1.574 3.180 -0.526
C: -1.713 2.799 -0.831
N: -1.094 1.496 -1.054
C: -0.974 1.172 -2.433
C: -1.805 1.664 -3.435
C: -1.503 1.397 -4.764
C: -0.362 0.685 -5.110
C: 0.493 0.204 -4.124
C: 0.131 0.443 -2.824
F: 0.926 0.043 -1.772
H: -6.031 1.431 -1.547
H: -4.763 2.022 -2.616
H: -5.600 3.138 -1.544
H: -4.669 1.939 0.433
H: -3.349 0.149 -1.669
H: -4.622 -0.260 -0.539
H: -2.953 0.058 0.024
H: -4.564 4.319 0.103
H: -3.070 6.259 0.119
H: -0.747 6.035 -0.640
H: 0.506 3.137 -2.364
H: 1.329 5.810 -1.158
H: 0.459 5.611 -2.684
H: 2.080 4.946 -2.491
H: 1.695 3.765 0.383
H: 2.545 3.048 -1.004
H: 1.314 2.144 -0.217
H: -2.656 2.280 -3.180
H: -2.151 1.779 -5.541
H: -0.118 0.526 -6.152
H: 1.416 -0.306 -4.364
N: 1.954 -2.359 -0.897
C: 0.844 -2.562 -1.666
C: 0.988 -2.890 -3.021
C: -0.127 -3.104 -3.792
C: -1.411 -2.977 -3.241
C: -1.504 -2.700 -1.913
N: -0.392 -2.520 -1.153
C: 2.248 -1.671 0.306
C: 3.294 -2.224 1.036
C: 3.839 -1.536 2.107
C: 3.305 -0.307 2.451
C: 2.230 0.141 1.721
N: 1.692 -0.491 0.656
H: 2.788 -2.735 -1.320
H: 1.982 -2.961 -3.442
H: -0.012 -3.364 -4.837
H: -2.301 -3.122 -3.834
H: -2.437 -2.636 -1.371
H: 3.690 -3.186 0.741
H: 4.665 -1.963 2.660
H: 3.684 0.276 3.277
H: 1.748 1.063 2.018
F: -1.860 4.471 5.002
C: -1.437 3.708 4.006
C: -0.088 3.687 3.696
C: 0.338 2.886 2.651
C: -0.560 2.103 1.915
C: -1.916 2.173 2.256
C: -2.368 2.969 3.294
H: 0.600 4.298 4.266
H: 1.395 2.917 2.418
H: -2.652 1.630 1.672
H: -3.418 3.059 3.544
N: -3.796 -0.856 2.525
C: -2.586 -0.864 3.426
P: -0.963 -1.220 2.617
O: 0.071 -0.561 3.425
O: -1.174 -0.723 1.130
C: -0.675 -3.008 2.554
N: -1.152 -3.680 1.343
H: -4.562 -0.333 2.954
H: -4.153 -1.794 2.339
H: -3.582 -0.424 1.618
H: -2.784 -1.550 4.249
H: -2.482 0.141 3.833
H: -1.021 -3.438 3.501
H: 0.417 -3.070 2.593
H: -2.138 -3.906 1.403
H: -0.688 -4.579 1.254
H: -0.566 -2.545 -0.139

Results of the Mulliken charge analysis, in e, for atoms 1 through 6: Ti -0.467; C -1.513; C 0.624; C -0.428; C 0.877; C -0.870

=====

# 4
Below is a cluster of 4 separate species, C34H60Cl3NO9PS3 in total, with properties calculated with the ωB97M-V functional and the def2-TZVPD basis.

Values from the calculation:
Net charge ... +1
Multiplicity ... 1
Frontier orbital gap ... 8.2 eV
Maximum force ... 2.014 eV/Å

Atoms and positions in Å:
C: 3.034 0.194 -1.670
C: 1.933 0.732 -1.121
C: 1.021 -0.060 -0.187
O: 1.479 -1.385 -0.165
C: 1.257 0.566 1.216
C: 2.579 0.175 1.848
Cl: 3.831 1.352 1.611
C: 2.810 -0.924 2.568
C: 1.818 -2.019 2.823
Cl: 4.351 -1.174 3.292
O: 0.204 0.428 2.151
C: -0.986 -0.199 1.720
C: -1.904 -0.182 2.932
C: -1.522 -1.330 3.873
O: -1.592 -2.591 3.199
C: -2.800 -3.026 2.767
C: -4.002 -2.908 3.660
O: -2.867 -3.550 1.682
C: -1.528 0.356 0.370
C: -2.828 -0.425 0.050
C: -4.168 0.304 -0.168
C: -4.283 1.017 -1.530
C: -4.692 1.127 1.028
P: -1.730 2.270 0.218
O: -0.273 2.739 -0.355
Cl: -1.637 2.993 2.133
N: -0.458 -0.150 -0.622
C: -0.677 0.230 -2.030
O: -0.046 -0.796 -2.743
C: -0.427 -0.915 -4.077
C: -0.886 0.167 -4.813
C: -1.258 0.035 -6.145
C: -1.795 1.202 -6.935
C: -1.131 -1.216 -6.735
C: -0.640 -2.285 -5.995
C: -0.291 -2.171 -4.657
C: 0.236 -3.395 -3.931
C: -0.380 -3.641 -2.540
C: 1.766 -3.327 -3.881
H: 3.981 0.722 -1.639
H: 3.011 -0.765 -2.177
H: 1.718 1.775 -1.322
H: 1.305 -1.792 -1.027
H: 1.382 1.634 1.046
H: 1.609 -2.611 1.937
H: 0.929 -1.603 3.277
H: 2.243 -2.696 3.560
H: -0.757 -1.256 1.509
H: -2.965 -0.290 2.714
H: -1.796 0.724 3.523
H: -0.539 -1.178 4.315
H: -2.214 -1.296 4.716
H: -4.071 -1.923 4.117
H: -4.907 -3.064 3.081
H: -3.962 -3.644 4.462
H: -2.991 -1.185 0.810
H: -2.701 -1.016 -0.864
H: -4.880 -0.518 -0.269
H: -3.376 1.532 -1.839
H: -5.100 1.735 -1.519
H: -4.515 0.272 -2.293
H: -5.504 0.622 1.548
H: -5.123 2.054 0.651
H: -3.932 1.429 1.747
H: 0.315 3.067 0.339
H: -0.661 -1.157 -0.616
H: -0.314 1.230 -2.258
H: -1.741 0.200 -2.275
H: -0.986 1.145 -4.358
H: -2.358 1.869 -6.291
H: -1.021 1.721 -7.494
H: -2.516 0.805 -7.648
H: -1.411 -1.381 -7.766
H: -0.538 -3.248 -6.479
H: -0.007 -4.255 -4.555
H: -0.541 -4.696 -2.340
H: -1.287 -3.054 -2.398
H: 0.326 -3.304 -1.775
H: 2.119 -2.524 -3.232
H: 2.212 -4.279 -3.594
H: 2.149 -3.104 -4.879
C: 0.733 1.705 7.090
S: 1.443 0.419 6.061
O: 0.413 -0.664 5.957
C: 2.670 -0.142 7.238
H: -0.091 2.156 6.542
H: 0.366 1.267 8.018
H: 1.492 2.459 7.296
H: 2.175 -0.457 8.156
H: 3.374 0.666 7.437
H: 3.201 -0.982 6.795
C: 7.617 -0.286 4.590
S: 7.534 -1.332 6.049
O: 6.503 -0.738 6.941
C: 9.137 -0.874 6.714
H: 6.671 -0.402 4.068
H: 7.749 0.753 4.891
H: 8.439 -0.606 3.950
H: 9.171 0.204 6.873
H: 9.919 -1.185 6.021
H: 9.263 -1.391 7.662
C: -3.274 5.620 -5.651
S: -3.886 4.991 -7.218
O: -3.681 3.516 -7.204
C: -2.579 5.689 -8.230
H: -3.934 5.257 -4.867
H: -2.260 5.256 -5.482
H: -3.290 6.710 -5.667
H: -1.613 5.319 -7.887
H: -2.616 6.777 -8.170
H: -2.751 5.374 -9.257

Results of the Mulliken charge analysis, in e, for atoms 1 through 6: C -0.979; C -0.902; C 3.021; O -0.848; C -1.480; C -0.849

=====

# 5
Below is a cluster of 2 separate species, C3H7NO in total, with properties calculated with the ωB97M-V functional and the def2-TZVPD basis.

Values from the calculation:
Expectation value of S² ... 0.76
Net charge ... +1
Multiplicity ... 2
ΔE to the lowest compared entry with this formula, charge and spin ... 28.0 kcal/mol
Frontier orbital gap (alpha / beta) ... 10.0 / 6.6 eV
Maximum force ... 2.891 eV/Å

Atoms and positions in Å:
O: 1.583 0.444 0.698
C: 2.232 0.560 -0.306
H: 2.922 -0.184 -0.697
H: 2.066 1.489 -0.733
C: -1.314 0.390 1.115
C: -1.180 -0.016 -0.210
N: -0.801 -1.245 -0.636
H: -1.067 0.009 2.108
H: -1.817 1.355 1.437
H: -1.323 0.688 -1.080
H: -0.291 -1.912 -0.135
H: -1.009 -1.577 -1.561

Results of the Mulliken charge analysis, in e, for atoms 1 through 6: O -0.389; C -0.158; H 0.286; H 0.301; C -0.476; C 0.230